## a
The following is a DFT calculation (wB97M-V/def2-TZVPD) of a molecular structure, C26H18HfN6S6Sb.

The geometry in XYZ format:
```
58
C26H18HfN6S6Sb wB97M-V/def2-TZVPD
Hf -1.27340 -0.18115 -0.81550
N -2.92568 2.74421 1.90075
C -2.53843 1.96807 2.97206
C -1.84081 0.93127 2.44334
N -1.79504 1.07074 1.07363
C -2.46093 2.17021 0.78237
C -2.64430 2.54918 -0.61260
N -2.15775 1.76999 -1.55860
C -2.52246 2.31393 -2.76909
C -3.22658 3.45071 -2.53401
N -3.29180 3.58391 -1.15824
H -3.48278 3.58020 1.96495
H -2.79218 2.21901 3.98817
H -1.38223 0.09646 2.94707
H -2.29343 1.81818 -3.69856
H -3.69397 4.15243 -3.20336
H -3.78018 4.31799 -0.67274
S -3.94936 -0.95827 -4.31639
Sb -2.73340 -2.05272 -2.78852
S -0.48050 -0.95956 -2.90556
S -3.42932 -1.16447 -0.55402
S -2.36029 -4.22666 -2.39178
S -1.93996 -5.63545 1.20822
C -1.75846 -7.18788 1.86939
C -0.50855 -7.38896 2.37409
C 0.31534 -6.24689 2.21872
C -0.32329 -5.20704 1.60185
C 0.22231 -3.88331 1.27799
C -0.59908 -2.90679 0.68684
N -0.17042 -1.69942 0.36360
C 1.12979 -1.35667 0.58361
C 2.01019 -2.24969 1.17854
C 3.38125 -1.86284 1.39090
C 3.82527 -0.65506 0.99985
C 2.93697 0.28110 0.36310
C 3.36733 1.53730 -0.08583
C 2.50255 2.40682 -0.71125
C 1.17880 1.97256 -0.86117
N 0.73876 0.80455 -0.43775
C 1.59867 -0.05847 0.16821
C 2.89345 3.72929 -1.22482
C 2.11602 4.62449 -1.90347
C 2.80733 5.81424 -2.25534
C 4.10030 5.79593 -1.83431
S 4.48848 4.34056 -1.03829
C 1.52537 -3.52344 1.52449
H -2.58384 -7.88344 1.84352
H -0.18843 -8.31417 2.83226
H 1.34450 -6.21010 2.55427
H -1.63288 -3.11350 0.44322
H 4.05126 -2.57355 1.86104
H 4.85919 -0.36793 1.14808
H 4.40919 1.80876 0.05817
H 0.45012 2.59809 -1.35980
H 1.07825 4.44844 -2.15849
H 2.36503 6.64022 -2.79405
H 4.85406 6.55819 -1.96032
H 2.20998 -4.22961 1.98154
```

Results
Frontier orbital gap ... 5.951 eV
Net charge ... +1
E_LUMO ... -3.858 eV

## b
The following is a DFT calculation (wB97M-V/def2-TZVPD) of a molecular structure, C26H18HfN6S6Sb.

The geometry in XYZ format:
```
58
C26H18HfN6S6Sb wB97M-V/def2-TZVPD
Hf -0.06960 0.03159 -0.08194
N 1.65885 -0.01044 3.84794
C 0.40165 -0.00863 4.39635
C -0.46388 -0.10833 3.35161
N 0.24362 -0.16840 2.18160
C 1.52952 -0.10298 2.50885
C 2.53166 -0.06734 1.47256
N 2.15798 -0.07308 0.19472
C 3.29553 0.03655 -0.55932
C 4.36902 0.10250 0.27450
N 3.87198 0.02686 1.55284
H 2.51655 0.07362 4.36666
H 0.23409 0.05501 5.45678
H -1.54045 -0.12349 3.35468
H 3.25066 0.10751 -1.63390
H 5.42075 0.19733 0.07117
H 4.42673 0.08019 2.39009
S 2.01209 2.87314 -2.83065
Sb -0.05659 2.25839 -2.16344
S -0.07703 -0.22988 -2.43457
S -0.07864 2.37790 0.33884
S -2.11266 2.99804 -2.74872
S -5.07123 3.15243 -0.16584
C -6.69370 3.65855 -0.20269
C -7.56529 2.60908 -0.16322
C -6.90531 1.36835 -0.08954
C -5.53455 1.48463 -0.07436
C -4.55226 0.42042 -0.00112
C -3.17347 0.70388 0.03512
N -2.23608 -0.22608 0.09766
C -2.58181 -1.54267 0.10488
C -3.93283 -1.92375 0.07531
C -4.27285 -3.31592 0.06606
C -3.31655 -4.26580 0.06353
C -1.92967 -3.90813 0.07501
C -0.91386 -4.86465 0.04255
C 0.42574 -4.49772 0.02971
C 0.68850 -3.12110 0.06100
N -0.24941 -2.19144 0.11300
C -1.55935 -2.55058 0.11086
C 1.50554 -5.47463 -0.01582
C 2.85957 -5.26241 -0.05058
C 3.61279 -6.45676 -0.09073
C 2.82674 -7.56745 -0.08446
S 1.16868 -7.17605 -0.02681
C -4.90657 -0.92081 0.03208
H -6.92663 4.70951 -0.26656
H -8.63880 2.72141 -0.18845
H -7.42973 0.42439 -0.05423
H -2.82667 1.72900 -0.02023
H -5.32149 -3.58436 0.04536
H -3.57190 -5.31734 0.03941
H -1.18620 -5.91249 0.01121
H 1.70685 -2.75319 0.02963
H 3.31328 -4.28082 -0.06259
H 4.69132 -6.49341 -0.12784
H 3.12842 -8.60218 -0.11252
H -5.94732 -1.21436 -0.00015
```

Results
Frontier orbital gap ... 5.786 eV
Net charge ... +1
E_LUMO ... -3.958 eV

Stability check: which of them is most stable? a.

## a
The following is a DFT calculation (wB97M-V/def2-TZVPD) of 2 unconnected molecules or ions with the total composition C6H10N.

The geometry in XYZ format:
```
17
C6H10N wB97M-V/def2-TZVPD
C -2.66791 -1.81584 0.37934
C -1.51195 -1.77954 0.25070
C 1.44499 1.74687 0.74080
C -0.15425 -2.15466 0.35507
C 0.51212 -2.86677 -0.55783
C -0.71412 2.29883 -0.27567
N 0.29255 1.52183 0.28458
H -3.67976 -2.10273 0.14205
H 1.82488 2.74140 1.12887
H 2.18570 0.90113 0.95320
H 0.38695 -1.67406 1.21687
H 1.61418 -3.13370 -0.36227
H 0.12022 0.53449 0.07389
H -0.05434 -3.38191 -1.38968
H -0.61220 2.18221 -1.31692
H -0.71951 3.23002 0.32140
H -1.61141 1.90600 0.01685
```

Results
Frontier orbital gap ... 7.560 eV
Net charge ... +1
E_LUMO ... -5.164 eV

## b
The following is a DFT calculation (wB97M-V/def2-TZVPD) of a gas-phase ion, C6H10N (charge +1).

The geometry in XYZ format:
```
17
C6H10N wB97M-V/def2-TZVPD
C 2.56277 0.17403 0.17124
C 1.20146 0.39150 -0.21628
C 0.18047 1.09048 -0.70421
C -0.85257 0.12869 -0.19286
C -2.08232 0.60589 0.46970
C -0.73611 -1.25294 -0.76784
N 0.08332 -0.87630 0.33824
H 2.50602 -0.30853 1.12365
H 3.08864 1.08163 0.10152
H 3.11500 -0.46731 -0.48700
H 0.00512 2.13152 -0.94355
H -2.84779 0.94033 -0.23775
H -1.79528 1.50401 1.10103
H -2.46186 -0.05041 1.12457
H -1.46653 -1.86920 -0.47293
H -0.17342 -1.42958 -1.57622
H 0.26757 -1.18008 1.29434
```

Results
Frontier orbital gap ... 11.267 eV
Net charge ... +1
E_LUMO ... -3.256 eV
SMILES ... CC1=C[C@@]2(C)C[N@@H+]12

## c
The following is a DFT calculation (wB97M-V/def2-TZVPD) of 2 unconnected molecules or ions with the total composition C6H10N.

The geometry in XYZ format:
```
17
C6H10N wB97M-V/def2-TZVPD
C 0.38271 -0.18612 2.09451
C 2.52110 0.30924 -0.64880
C 2.50145 1.23212 0.12570
C -0.80164 -0.29109 -0.03864
C -1.65954 0.88054 -0.43687
C -0.77390 -1.40879 -0.97500
N -0.37870 -0.41855 1.12753
H 1.31682 0.31249 1.89183
H 0.04576 -0.60463 3.01023
H 2.56929 -0.57645 -1.09108
H 2.31187 2.22975 0.47366
H -1.61990 1.15012 -1.56075
H -1.28853 1.73897 0.08700
H -2.72721 0.60788 -0.22536
H -0.61524 -2.32975 -0.42524
H -0.06074 -1.15837 -1.85892
H -1.72360 -1.48736 -1.54980
```

Results
Frontier orbital gap ... 10.124 eV
Net charge ... +1
E_LUMO ... -4.595 eV

## d
The following is a DFT calculation (wB97M-V/def2-TZVPD) of a gas-phase ion, C6H10N (charge +1).

The geometry in XYZ format:
```
17
C6H10N wB97M-V/def2-TZVPD
C -2.62479 -0.01428 0.14114
C -1.32392 -0.56240 0.16602
C -0.44402 -1.56836 0.14297
C 0.76778 -0.77551 0.06377
C 2.19075 -1.08432 0.05607
N 0.22878 0.37591 -0.05837
C 0.48579 1.67478 -0.48212
H -2.98064 0.07087 1.09685
H -3.38410 -0.55518 -0.26922
H -2.44540 0.95596 -0.21720
H -0.47183 -2.64924 0.18490
H 2.24295 -1.43509 1.10027
H 2.83758 -0.26498 -0.15772
H 2.35657 -1.99088 -0.56993
H 0.15021 2.35704 0.31805
H -0.15012 1.87074 -1.34242
H 1.55197 1.87035 -0.55973
```

Results
Frontier orbital gap ... 9.323 eV
Net charge ... +1
E_LUMO ... -4.670 eV
SMILES ... CC1=CC(C)=[N+]1C

Stability check: which of them is most stable? d.

## a
The following is a DFT calculation (wB97M-V/def2-TZVPD) of a gas-phase ion, C6H10N (charge +1).

The geometry in XYZ format:
```
17
C6H10N wB97M-V/def2-TZVPD
C 2.00783 -2.91434 -0.09117
C 1.03456 -2.11113 -0.40761
C -0.05868 -1.31711 -0.34393
C -0.40477 0.15077 -0.18845
C -1.88713 0.30842 -0.16516
N 0.38372 1.17290 0.09322
C 0.12704 2.58012 0.44747
H 2.65021 -3.41644 -0.83888
H 2.16889 -3.14593 0.91812
H -0.92242 -2.03685 -0.50472
H -2.31159 1.32807 -0.53987
H -2.25042 0.14647 0.84455
H -2.19908 -0.48042 -0.84369
H 1.46314 1.00401 -0.11574
H 0.59396 3.29523 -0.34100
H 0.47868 2.64684 1.50983
H -0.87393 2.78940 0.56704
```

Results
Frontier orbital gap ... 9.499 eV
Net charge ... +1
E_LUMO ... -4.878 eV
SMILES ... C=C=C/C(C)=[NH+]/C

## b
The following is a DFT calculation (wB97M-V/def2-TZVPD) of 2 unconnected molecules or ions with the total composition C6H10N.

The geometry in XYZ format:
```
17
C6H10N wB97M-V/def2-TZVPD
C -0.09044 -3.24102 2.79000
C -1.49081 -1.39395 -1.02887
C -0.30547 -0.79059 -0.80305
C -0.05971 0.61398 -0.42342
C 1.10997 1.33642 -1.16244
C -0.73530 1.21088 0.68794
N -0.04505 -2.39082 2.01616
H -0.07873 -3.99532 3.58174
H -2.32421 -0.83234 -0.98389
H -1.44126 -2.45375 -1.26090
H 0.55217 -1.40259 -1.22217
H 1.38316 0.72617 -2.10921
H 1.94512 1.25742 -0.44986
H 0.75872 2.41814 -1.29560
H -0.88254 0.56821 1.61173
H -1.62695 1.41110 0.15790
H -0.24365 2.03503 1.02563
```

Results
Frontier orbital gap ... 9.108 eV
Net charge ... +1
E_LUMO ... -6.011 eV

## c
The following is a DFT calculation (wB97M-V/def2-TZVPD) of a molecular structure, C6H10N.

The geometry in XYZ format:
```
17
C6H10N wB97M-V/def2-TZVPD
C -0.48673 1.21713 -1.22432
C 1.73922 0.83934 -1.07176
C 0.29854 0.61847 1.05811
C 0.64747 1.37978 -0.26844
C 0.49763 0.00169 -1.21080
C -1.14551 -1.48913 0.57677
N 0.09237 -0.77593 0.46186
H -1.53094 1.09829 -1.03799
H -0.35967 1.92337 -2.11628
H 1.87357 1.07502 -2.10364
H 2.66455 0.65911 -0.63665
H 1.03687 0.49134 1.85154
H -0.69336 1.05178 1.45894
H -2.06970 -0.88037 0.22861
H -1.04638 -2.20732 -0.19369
H -1.32613 -2.06918 1.57842
H 0.96639 -1.29965 0.52884
```

Results
Frontier orbital gap ... 10.060 eV
Net charge ... +1
E_LUMO ... -4.180 eV

Stability check: which of them is most stable? a.

## a
The following is a DFT calculation (wB97M-V/def2-TZVPD) of 2 unconnected molecules or ions with the total composition C4H8N2O2.

The geometry in XYZ format:
```
16
C4H8N2O2 wB97M-V/def2-TZVPD
C 2.73952 0.41226 0.10133
C -0.69410 -0.45981 -1.48986
C 2.20092 -1.99446 0.23558
C -1.04384 0.74900 0.56031
N 2.84512 1.45923 0.75390
N -0.77142 0.54184 -2.24478
O 2.81148 -0.82594 0.31933
O -1.11476 -0.47233 -0.19848
H 2.90036 -2.77960 -0.16357
H -0.45336 -1.37203 -1.89028
H 1.19089 -2.15959 0.16740
H -1.30825 0.38022 1.61682
H -1.80102 1.61453 0.24246
H -0.06524 1.15920 0.27487
H 3.15684 2.36009 0.28317
H -1.17422 1.43244 -1.73691
```

Results
Frontier orbital gap (alpha / beta) ... 7.857 / 8.400 eV
Net charge ... 0
E_LUMO (alpha / beta) ... 0.164 / 0.131 eV

## b
The following is a DFT calculation (wB97M-V/def2-TZVPD) of C4H8N2O2 in the gas phase.

The geometry in XYZ format:
```
16
C4H8N2O2 wB97M-V/def2-TZVPD
C -0.71159 1.88040 0.02765
C -0.61161 0.36570 -0.15327
C -1.86837 -0.41267 -0.10967
O -2.98316 0.04111 0.17678
O -1.72782 -1.68983 -0.13304
C 0.68676 -0.15627 -0.11407
N 2.09116 0.27487 0.02397
N 0.88643 -1.66541 0.17886
H -0.03680 2.18694 -0.91823
H -0.43932 2.13023 1.11575
H -1.83186 2.11919 -0.34782
H -0.86258 -1.92107 0.56126
H 2.72225 -0.35400 -0.36855
H 2.41955 1.30051 0.35538
H 1.75189 -1.92662 0.33469
H 0.51509 -2.17307 -0.62971
```

Results
Frontier orbital gap ... 9.092 eV
Net charge ... 0
E_LUMO ... 0.387 eV
SMILES ... CC(C(=O)O)=C(N)N

## c
The following is a DFT calculation (wB97M-V/def2-TZVPD) of C4H8N2O2 in the gas phase.

The geometry in XYZ format:
```
16
C4H8N2O2 wB97M-V/def2-TZVPD
N 2.29977 -0.01964 0.62236
C 1.41051 -0.18860 -0.41095
O 1.30834 -1.20863 -1.10149
C 0.57260 0.94107 -0.58498
N -0.39906 1.39496 0.48172
C -0.89869 0.69772 -0.67943
C -1.47618 -0.64941 -0.45202
O -1.03066 -1.20783 0.80319
H 2.68733 -0.91251 1.11851
H 1.82454 0.47564 1.62475
H 1.04400 1.64182 -1.26368
H -0.34414 0.65119 1.23440
H -1.61032 1.36643 -1.26577
H -1.03225 -1.34519 -1.08481
H -2.61182 -0.54512 -0.53568
H -1.74397 -1.09190 1.49386
```

Results
Frontier orbital gap ... 10.081 eV
Net charge ... 0
E_LUMO ... 0.526 eV
SMILES ... NC(=O)[C@@H]1N[C@@H]1CO

## d
The following is a DFT calculation (wB97M-V/def2-TZVPD) of C4H8N2O2 in the gas phase.

The geometry in XYZ format:
```
16
C4H8N2O2 wB97M-V/def2-TZVPD
C -1.43318 1.63194 -0.06999
N -0.24355 0.90269 0.29467
C 0.89931 1.02396 -0.38880
C 1.31638 -0.27470 -0.39748
O 2.52017 -0.85174 -0.48588
C 0.04104 -0.78671 0.20766
N 0.09279 -1.43095 1.42654
O -0.87773 -1.40819 -0.62122
H -2.32229 0.98525 -0.10256
H -1.38961 2.10716 -1.05910
H -1.65739 2.41158 0.66341
H 1.33083 1.90656 -0.86192
H 2.40500 -1.78426 -0.71871
H -0.80093 -1.59244 1.87077
H 0.93787 -1.90447 1.70804
H -0.81870 -0.93567 -1.46543
```

Results
Frontier orbital gap ... 7.706 eV
Net charge ... 0
E_LUMO ... 0.664 eV
SMILES ... CN1C=C(O)[C@]1(N)O

Stability check: which of them is most stable? c.

## a
The following is a DFT calculation (wB97M-V/def2-TZVPD) of C4H8N2O2 in the gas phase.

The geometry in XYZ format:
```
16
C4H8N2O2 wB97M-V/def2-TZVPD
C 0.63074 0.40747 -0.14674
C -1.71263 -0.65173 0.66915
C -0.47228 -0.93991 -0.18801
N 0.61473 1.06624 -1.38320
N 0.50001 1.17882 1.04980
C 1.65558 -0.64444 0.05618
O -0.60692 -1.42036 -1.34078
O 2.50629 -1.31191 -0.34086
H 0.37551 0.43088 -2.14243
H 1.36336 1.71091 -1.59309
H -0.34834 1.73136 1.01349
H 1.28689 1.79492 1.21629
H 0.28517 -1.55389 0.57640
H -2.30006 0.13223 0.18612
H -1.47069 -0.36592 1.69086
H -2.30735 -1.56469 0.67681
```

Results
Frontier orbital gap (alpha / beta) ... 7.961 / 7.961 eV
Net charge ... 0
E_LUMO (alpha / beta) ... -0.569 / -0.569 eV

## b
The following is a DFT calculation (wB97M-V/def2-TZVPD) of 3 unconnected molecules or ions with the total composition C4H8N2O2.

The geometry in XYZ format:
```
16
C4H8N2O2 wB97M-V/def2-TZVPD
O 2.55967 0.35437 -0.00852
C 1.43819 -0.06765 0.23048
N 0.08289 1.08450 0.67068
C -1.07938 0.55850 0.00804
C -1.12768 0.43356 -1.48652
C -0.67231 -0.74056 -0.66148
N 0.74144 -0.93393 -0.55222
H 0.23307 2.08508 0.61990
H -2.01964 0.58228 0.56312
H -2.11019 0.36402 -1.95199
H -0.37125 0.97893 -2.05293
H -1.29942 -1.62669 -0.55769
H 1.24595 -1.45495 -1.25588
H 0.33743 0.35858 2.05628
O 1.27360 -0.57827 2.21184
H 0.76764 -1.39777 2.16688
```

Results
Frontier orbital gap ... 9.907 eV
Net charge ... 0
E_LUMO ... 0.706 eV

Stability check: which of them is most stable? b.